The following is a quantum chemistry calculation of a 5-piece molecular cluster, C2H14O4S overall at a distorted geometry, from OMol25.

frontier orbital gap	9.137	eV
electronic energy	-783.69154	hartree
energy above the lowest of the compared OMol25 structures with the same formula, charge and spin	1.680	eV
SMILES	CCS.O.O.O.O

Geometry as ORCA input:
```
! wB97M-V def2-TZVPD RIJCOSX def2/J DEFGRID3
* xyz 0 1
C 4.88 1.79 0.57
C 3.72 0.71 0.66
S 2.14 1.53 1.01
H 5.51 1.41 -0.23
H 5.45 1.96 1.55
H 4.30 2.67 0.21
H 3.72 0.14 -0.27
H 4.04 0.06 1.48
H 2.33 1.93 2.28
H -5.20 -4.46 -1.49
H -4.58 -5.24 -0.31
O -5.24 -4.58 -0.54
H -1.50 -2.97 -0.41
H -0.79 -1.88 -1.22
O -0.87 -2.22 -0.40
H -1.45 -0.01 -0.28
H -2.78 0.07 0.11
O -2.14 0.57 -0.40
H -4.24 3.43 -1.11
H -3.36 2.20 -0.80
O -3.94 2.91 -0.41
*
```

***

The following is a quantum chemistry calculation of a 5-piece molecular cluster, C2H14O4S overall at a distorted geometry, from OMol25.

frontier orbital gap	8.653	eV
electronic energy	-783.70361	hartree
energy above the lowest of the compared OMol25 structures with the same formula, charge and spin	1.352	eV
SMILES	CSC.O.O.O.O

Geometry as ORCA input:
```
! wB97M-V def2-TZVPD RIJCOSX def2/J DEFGRID3
* xyz 0 1
C 0.31 -0.62 -2.45
S -1.15 0.09 -3.27
C -0.74 1.86 -3.27
H 1.12 -0.68 -3.18
H 0.52 -0.10 -1.53
H 0.01 -1.67 -2.37
H -0.58 2.22 -2.25
H -1.44 2.53 -3.76
H 0.22 1.93 -3.79
H -2.09 1.15 2.26
H -0.79 0.40 2.64
O -1.49 0.43 2.00
H 2.27 3.90 0.88
H 1.59 2.61 0.70
O 2.14 3.07 1.34
H 1.46 0.91 4.20
H 2.62 0.83 3.28
O 2.33 0.50 4.12
H -2.82 -6.44 1.79
H -1.56 -6.82 1.08
O -1.92 -6.10 1.58
*
```